1.
Density functional theory data (ωB97M-V/def2-TZVPD) for C40H41GeN3OP2STeW as an isolated structure at a distorted geometry.

Cartesian coordinates (Å):
W1 -0.376 1.313 -1.313
Te1 -2.263 -0.914 1.735
C1 -2.253 -2.825 2.609
C2 -1.081 -3.373 3.120
C3 -1.125 -4.641 3.676
N1 -2.227 -5.378 3.764
C4 -3.341 -4.841 3.284
C5 -3.410 -3.586 2.696
C6 -0.424 -1.070 0.794
P1 0.711 0.341 1.027
C7 0.520 0.965 2.729
C8 1.314 0.484 3.768
C9 1.141 0.953 5.062
C10 0.184 1.918 5.330
C11 -0.602 2.413 4.302
C12 -0.435 1.940 3.013
C13 2.381 -0.398 1.095
C14 3.516 0.375 0.878
C15 4.780 -0.182 0.980
C16 4.921 -1.523 1.308
C17 3.794 -2.298 1.540
C18 2.533 -1.738 1.430
P2 -0.553 -1.125 -0.979
C19 0.831 -2.081 -1.666
C20 1.413 -1.737 -2.878
C21 2.440 -2.508 -3.398
C22 2.891 -3.623 -2.708
C23 2.305 -3.976 -1.500
C24 1.276 -3.209 -0.984
C25 -1.992 -2.085 -1.488
C26 -2.350 -3.229 -0.778
C27 -3.409 -4.003 -1.214
C28 -4.115 -3.645 -2.355
C29 -3.758 -2.509 -3.065
C30 -2.695 -1.729 -2.631
H1 -0.147 -2.826 3.083
H2 -0.223 -5.086 4.077
H3 -4.233 -5.450 3.358
H4 -4.353 -3.229 2.305
H5 2.078 -0.257 3.577
H6 1.761 0.565 5.856
H7 0.052 2.284 6.339
H8 -1.355 3.160 4.503
H9 -1.082 2.305 2.228
H10 3.421 1.429 0.647
H11 5.652 0.432 0.803
H12 5.906 -1.963 1.383
H13 3.898 -3.342 1.802
H14 1.643 -2.336 1.591
H15 1.065 -0.862 -3.422
H16 2.891 -2.233 -4.341
H17 3.702 -4.215 -3.108
H18 2.652 -4.846 -0.960
H19 0.821 -3.477 -0.039
H20 -1.815 -3.500 0.125
H21 -3.690 -4.885 -0.659
H22 -4.944 -4.253 -2.688
H23 -4.304 -2.230 -3.954
H24 -2.412 -0.842 -3.184
C31 1.651 4.610 -2.567
Ge1 2.492 3.275 -1.405
C32 2.331 3.856 0.470
C33 4.403 3.249 -1.831
C34 1.709 1.527 -1.850
H25 1.721 5.609 -2.142
H26 0.598 4.378 -2.746
H27 2.157 4.616 -3.530
H28 1.759 4.781 0.527
H29 3.326 4.060 0.864
H30 1.856 3.128 1.130
H31 4.821 4.250 -1.738
H32 4.567 2.900 -2.847
H33 4.945 2.589 -1.157
H34 2.364 0.726 -1.487
H35 1.744 1.525 -2.948
N2 -5.177 1.945 -2.683
C35 -4.959 3.091 -1.984
O1 -5.771 3.987 -1.897
C36 -3.626 3.161 -1.316
C37 -2.875 4.365 -1.371
C38 -1.621 4.388 -0.852
C39 -1.095 3.228 -0.200
N3 -1.907 2.107 -0.026
C40 -3.097 2.072 -0.678
H36 -6.024 1.893 -3.227
H37 -4.398 1.367 -2.946
H38 -3.308 5.238 -1.834
H39 -1.015 5.283 -0.889
H40 -0.345 3.384 0.580
H41 -3.633 1.128 -0.608
S1 -1.121 1.466 -3.316

Summary:
HOMO (alpha / beta) ... -6.72 / -7.14 eV
Multiplicity ... 3
Energy relative to the best compared isomer or geometry (same formula, charge and spin) ... 9.8 kcal/mol
Strongest force on any atom ... 1.6 eV/Å
LUMO (alpha / beta) ... -0.92 / -1.42 eV

Atom charges from the natural (NBO) analysis, given in e for atoms 1 to 6: number 1, W, carries 0.74; number 2, Te, carries 0.61; number 3, C, carries -0.22; number 4, C, carries -0.29; number 5, C, carries 0.04; number 6, N, carries -0.43

***

2.
Density functional theory data (ωB97M-V/def2-TZVPD) for C40H42MoN9O4S2 as an isolated structure at a distorted geometry.

Cartesian coordinates (Å):
Mo1 0.712 0.236 0.570
C1 -2.259 4.487 5.588
C2 -1.898 3.671 4.395
C3 -2.100 4.142 3.115
C4 -1.799 3.410 1.935
C5 -2.206 4.057 0.747
N1 -2.559 3.587 -0.445
C6 -2.850 2.213 -0.770
C7 -4.099 1.731 -0.010
C8 -4.552 0.354 -0.480
N2 -3.504 -0.607 -0.257
C9 -3.614 -1.901 -0.171
C10 -2.501 -2.753 -0.005
C11 -2.722 -4.145 0.026
C12 -1.697 -5.064 0.148
C13 -1.958 -6.527 0.234
C14 -0.396 -4.565 0.212
C15 -0.115 -3.198 0.255
C16 1.239 -2.817 0.501
N3 1.699 -1.659 0.834
C17 3.018 -1.661 1.436
C18 2.873 -1.078 2.853
C19 1.433 -1.217 3.351
N4 0.575 -0.189 2.764
C20 -0.052 0.533 3.647
C21 -0.869 1.686 3.438
C22 -1.299 2.417 4.545
C23 -1.101 2.156 2.105
O1 -0.520 1.498 1.151
C24 -1.161 -2.238 0.156
O2 -0.926 -0.969 0.244
H1 -2.994 5.250 5.349
H2 -1.368 4.983 5.971
H3 -2.647 3.858 6.384
H4 -2.568 5.109 3.004
H5 -2.336 5.129 0.840
H6 -2.916 4.273 -1.097
H7 -1.973 1.606 -0.516
H8 -3.020 2.155 -1.847
H9 -4.916 2.435 -0.173
H10 -3.889 1.714 1.061
H11 -4.792 0.393 -1.548
H12 -5.455 0.050 0.056
H13 -2.543 -0.260 -0.207
H14 -4.606 -2.334 -0.236
H15 -3.737 -4.502 -0.057
H16 -2.985 -6.724 0.527
H17 -1.289 -6.990 0.955
H18 -1.786 -7.006 -0.729
H19 0.426 -5.266 0.263
H20 1.922 -3.670 0.533
H21 3.723 -1.082 0.830
H22 3.406 -2.685 1.497
H23 3.153 -0.023 2.878
H24 3.531 -1.618 3.534
H25 1.433 -1.132 4.443
H26 1.034 -2.207 3.103
H27 0.088 0.292 4.704
H28 -1.127 2.036 5.542
N5 7.623 -1.954 -3.474
C25 6.297 -1.857 -3.300
C26 5.644 -2.578 -2.276
C27 4.300 -2.397 -2.051
C28 3.587 -1.502 -2.837
C29 4.194 -0.821 -3.885
C30 5.535 -0.998 -4.119
S1 1.914 -1.147 -2.468
O3 1.297 -0.338 -3.477
O4 1.170 -2.267 -1.959
N6 1.977 -0.162 -1.076
C31 2.916 0.667 -0.650
S2 4.423 1.171 -1.330
C32 4.676 2.152 0.088
C33 3.640 2.055 0.945
N7 2.637 1.214 0.540
H29 8.179 -2.586 -2.924
H30 8.081 -1.466 -4.226
H31 6.211 -3.278 -1.683
H32 3.784 -2.957 -1.288
H33 3.593 -0.173 -4.504
H34 6.022 -0.484 -4.932
H35 5.573 2.727 0.202
H36 3.572 2.566 1.889
N8 0.425 3.362 -2.774
C34 0.351 2.107 -2.306
N9 0.549 2.039 -1.006
C35 0.774 3.342 -0.587
C36 1.043 3.880 0.672
C37 1.196 5.248 0.765
C38 1.091 6.079 -0.355
C39 0.849 5.567 -1.613
C40 0.688 4.191 -1.710
H37 0.369 3.635 -3.743
H38 0.195 1.253 -2.945
H39 1.139 3.249 1.545
H40 1.402 5.696 1.724
H41 1.214 7.142 -0.235
H42 0.787 6.197 -2.484

Summary:
Net charge ... +3
HOMO ... -14.44 eV
Strongest force on any atom ... 2.2 eV/Å
LUMO ... -9.09 eV

Atom charges from the Mulliken analysis, given in e for atoms 1 to 6: number 1, Mo, carries 0.72; number 2, C, carries -1.65; number 3, C, carries -0.13; number 4, C, carries -1.06; number 5, C, carries 1.45; number 6, C, carries -0.79

***

3.
Density functional theory data (ωB97M-V/def2-TZVPD) for C40H42NOP2Sr as an isolated structure at a distorted geometry.

Cartesian coordinates (Å):
Sr1 1.208 -1.707 -2.040
C1 -2.757 0.101 0.617
C2 -3.076 0.009 -0.677
C3 -3.146 1.122 -1.678
C4 -1.772 1.536 -2.276
C5 -0.758 2.052 -1.325
C6 -0.944 2.466 -0.078
C7 -2.246 2.624 0.679
C8 -2.712 1.339 1.416
C9 2.955 -0.113 -1.250
H1 -2.489 -0.813 1.172
H2 -3.269 -0.979 -1.114
H3 -3.654 1.990 -1.238
H4 -3.769 0.760 -2.519
H5 -1.346 0.654 -2.787
H6 -1.988 2.270 -3.075
H7 0.244 2.157 -1.754
H8 -0.136 3.040 0.393
H9 -3.076 2.997 0.057
H10 -2.084 3.378 1.480
H11 -2.017 1.158 2.241
H12 -3.700 1.551 1.858
H13 3.384 -0.180 -0.243
H14 2.094 0.615 -1.202
H15 3.760 0.304 -1.878
P1 0.087 -2.220 -8.858
P2 2.000 0.317 -9.322
C10 -0.580 -0.643 -9.474
C11 0.260 0.379 -9.790
C12 -0.680 -3.388 -10.072
C13 -1.809 -3.080 -10.853
C14 -2.337 -4.024 -11.749
C15 -1.719 -5.269 -11.901
C16 -0.562 -5.570 -11.165
C17 -0.046 -4.633 -10.266
C18 -0.874 -2.367 -7.311
C19 -0.494 -1.525 -6.247
C20 -1.169 -1.600 -5.028
C21 -2.256 -2.473 -4.877
C22 -2.646 -3.287 -5.947
C23 -1.945 -3.259 -7.160
C24 2.668 1.031 -10.907
C25 2.562 0.241 -12.072
C26 2.993 0.737 -13.305
C27 3.541 2.027 -13.390
C28 3.669 2.807 -12.235
C29 3.253 2.304 -10.995
C30 2.108 1.759 -8.203
C31 3.262 1.860 -7.403
C32 3.441 2.985 -6.595
C33 2.461 3.987 -6.553
C34 1.291 3.846 -7.294
C35 1.091 2.719 -8.098
H16 -1.674 -0.574 -9.561
H17 -0.078 1.250 -10.362
H18 -2.275 -2.099 -10.778
H19 -3.229 -3.773 -12.335
H20 -2.130 -6.000 -12.599
H21 -0.062 -6.530 -11.304
H22 0.865 -4.854 -9.708
H23 0.323 -0.811 -6.382
H24 -0.877 -0.937 -4.209
H25 -2.798 -2.498 -3.929
H26 -3.499 -3.959 -5.839
H27 -2.236 -3.922 -7.978
H28 2.121 -0.759 -12.008
H29 2.897 0.121 -14.203
H30 3.874 2.419 -14.354
H31 4.088 3.816 -12.290
H32 3.362 2.918 -10.097
H33 4.014 1.068 -7.431
H34 4.348 3.084 -6.006
H35 2.612 4.873 -5.932
H36 0.517 4.616 -7.260
H37 0.156 2.596 -8.644
O1 1.185 -1.371 0.358
N1 1.131 -1.219 1.723
C36 -0.062 -1.568 2.291
C37 -0.355 -1.058 3.557
C38 0.686 -0.514 4.311
C39 1.965 -0.346 3.755
C40 2.193 -0.762 2.449
H38 -0.730 -2.202 1.713
H39 -1.379 -1.123 3.946
H40 0.486 -0.213 5.338
H41 2.770 0.101 4.351
H42 3.187 -0.766 1.995

Summary:
HOMO (alpha / beta) ... -3.58 / -6.29 eV
Multiplicity ... 2
Energy relative to the best compared isomer or geometry (same formula, charge and spin) ... 26.5 kcal/mol
Strongest force on any atom ... 3.4 eV/Å
LUMO (alpha / beta) ... -0.40 / -0.40 eV

Atom charges from the Mulliken analysis, given in e for atoms 1 to 6: number 1, Sr, carries 0.82; number 2, C, carries -0.38; number 3, C, carries -0.25; number 4, C, carries -0.99; number 5, C, carries 0.35; number 6, C, carries -0.47

***

4.
Density functional theory data (ωB97M-V/def2-TZVPD) for C40H43BrCaCl2N4O2Sb as an isolated structure at a distorted geometry.

Cartesian coordinates (Å):
Ca1 0.425 0.599 -1.691
Cl1 4.993 -3.983 -4.565
C1 4.280 -2.578 -3.846
C2 2.922 -2.567 -3.589
C3 2.307 -1.437 -3.041
N1 0.986 -1.327 -2.697
C4 0.088 -2.273 -2.936
O1 0.212 -3.374 -3.487
C5 -1.303 -1.893 -2.472
C6 -2.343 -2.764 -2.811
C7 -3.633 -2.460 -2.435
C8 -3.856 -1.283 -1.732
C9 -2.769 -0.476 -1.444
N2 -1.523 -0.770 -1.792
C10 3.120 -0.293 -2.808
C11 4.492 -0.337 -3.022
C12 5.073 -1.483 -3.534
Cl2 6.779 -1.531 -3.805
N3 2.440 0.804 -2.370
C13 2.851 1.903 -1.893
O2 4.020 2.594 -2.022
C14 1.116 3.283 -0.431
C15 1.146 4.475 0.296
C16 0.271 4.649 1.348
C17 -0.670 3.661 1.604
C18 -0.678 2.549 0.781
N4 0.197 2.349 -0.192
H1 2.326 -3.438 -3.807
H2 -2.094 -3.659 -3.363
H3 -4.451 -3.121 -2.679
H4 -4.848 -1.006 -1.410
H5 -2.900 0.455 -0.901
H6 5.095 0.524 -2.781
H7 1.859 5.242 0.040
H8 0.329 5.538 1.960
H9 -1.370 3.755 2.419
H10 -1.406 1.752 0.921
Br1 3.012 1.092 0.630
C19 2.015 3.124 -1.604
C20 3.387 3.823 -1.578
C21 3.565 4.981 -2.495
C22 2.647 5.278 -3.416
C23 1.438 4.502 -3.623
C24 0.562 4.810 -4.665
C25 -0.540 4.012 -4.893
C26 -0.748 2.871 -4.124
C27 0.068 2.520 -3.043
C28 1.135 3.398 -2.818
H11 3.749 4.034 -0.564
H12 4.472 5.556 -2.376
H13 2.787 6.137 -4.059
H14 0.765 5.657 -5.308
H15 -1.224 4.266 -5.696
H16 -1.589 2.232 -4.382
C29 -3.701 -3.073 1.960
C30 -3.269 -1.897 2.822
C31 -3.304 -2.306 4.285
C32 -4.230 -0.740 2.579
Sb1 -1.245 -1.136 2.047
C33 -0.018 -3.015 1.776
C34 -0.539 -3.688 0.515
C35 1.406 -2.554 1.524
C36 -0.069 -3.987 2.944
C37 -0.398 -0.127 3.914
C38 -0.034 -1.061 5.054
C39 0.854 0.609 3.459
C40 -1.425 0.898 4.377
H17 -4.747 -3.322 2.155
H18 -3.102 -3.954 2.176
H19 -3.604 -2.837 0.901
H20 -4.278 -2.736 4.531
H21 -3.145 -1.450 4.935
H22 -2.544 -3.053 4.500
H23 -5.241 -1.006 2.894
H24 -4.257 -0.490 1.519
H25 -3.924 0.147 3.130
H26 -0.540 -2.993 -0.324
H27 -1.547 -4.074 0.643
H28 0.107 -4.524 0.242
H29 1.445 -1.840 0.700
H30 2.032 -3.406 1.255
H31 1.842 -2.087 2.404
H32 -1.089 -4.311 3.143
H33 0.337 -3.544 3.849
H34 0.525 -4.874 2.711
H35 0.788 -1.708 4.762
H36 -0.876 -1.667 5.375
H37 0.301 -0.476 5.913
H38 1.649 -0.078 3.179
H39 1.233 1.243 4.264
H40 0.662 1.248 2.597
H41 -2.291 0.422 4.832
H42 -1.760 1.508 3.541
H43 -0.982 1.560 5.124

Summary:
Net charge ... -1
HOMO ... -4.63 eV
Energy relative to the best compared isomer or geometry (same formula, charge and spin) ... 47.9 kcal/mol
Strongest force on any atom ... 2.4 eV/Å
LUMO ... 2.19 eV

Atom charges from the Mulliken analysis, given in e for atoms 1 to 6: number 1, Ca, carries 1.72; number 2, Cl, carries -0.25; number 3, C, carries 0.20; number 4, C, carries -1.01; number 5, C, carries -0.53; number 6, N, carries -0.03

***

5.
Density functional theory data (ωB97M-V/def2-TZVPD) for C40H43CsN8O3S2Si as an isolated structure at a distorted geometry.

Cartesian coordinates (Å):
Cs1 -0.126 0.700 -1.429
N1 -0.434 -2.878 2.527
C1 -0.078 -1.870 1.686
N2 1.045 -1.777 1.000
C2 2.023 -2.761 1.281
N3 3.067 -2.872 0.597
N4 3.181 -2.060 -0.498
C3 2.588 -2.406 -1.551
C4 2.796 -1.658 -2.836
C5 3.027 -2.279 -4.115
C6 3.312 -1.449 -5.175
C7 3.334 -0.081 -5.060
C8 3.136 0.453 -3.773
N5 2.873 -0.313 -2.700
C9 1.765 -3.790 2.380
C10 2.692 -4.694 2.869
C11 2.341 -5.628 3.834
C12 1.030 -5.612 4.362
C13 0.123 -4.735 3.901
C14 0.512 -3.790 2.986
H1 -1.449 -2.851 2.841
H2 -0.787 -1.048 1.537
H3 2.002 -3.323 -1.568
H4 2.928 -3.353 -4.214
H5 3.525 -1.871 -6.133
H6 3.490 0.590 -5.894
H7 3.166 1.545 -3.626
H8 3.692 -4.641 2.412
H9 3.035 -6.324 4.258
H10 0.806 -6.415 5.064
H11 -0.890 -4.735 4.307
O1 -0.170 0.785 -4.178
C15 0.201 1.426 -5.238
C16 -0.060 0.878 -6.503
C17 0.365 1.568 -7.620
C18 1.095 2.762 -7.527
C19 1.372 3.313 -6.293
C20 0.978 2.664 -5.153
C21 1.442 3.446 -3.920
N6 1.220 3.167 -2.688
N7 1.695 4.082 -1.842
C22 1.551 3.848 -0.555
O2 0.990 2.921 0.073
C23 2.239 5.007 0.293
C24 2.836 6.102 -0.398
C25 3.373 7.195 0.287
C26 3.297 7.251 1.676
C27 2.631 6.250 2.356
C28 2.101 5.113 1.673
H12 -0.571 -0.096 -6.531
H13 0.200 1.139 -8.584
H14 1.568 3.141 -8.457
H15 2.028 4.183 -6.183
H16 2.016 4.349 -4.181
H17 2.900 6.089 -1.494
H18 3.996 7.890 -0.306
H19 3.700 8.029 2.251
H20 2.553 6.225 3.442
H21 1.502 4.366 2.219
C29 -8.038 -2.696 0.718
Si1 -6.587 -2.419 1.812
C30 -6.674 -3.662 3.177
C31 -6.767 -0.744 2.659
C32 -5.106 -2.479 0.704
C33 -5.178 -2.624 -0.662
C34 -4.061 -2.378 -1.467
C35 -2.908 -1.856 -0.849
N8 -2.791 -1.725 0.434
C36 -3.847 -2.036 1.228
S1 -3.651 -1.808 2.957
H22 -9.056 -2.730 1.183
H23 -8.027 -3.601 0.116
H24 -8.100 -1.873 0.001
H25 -7.601 -3.394 3.686
H26 -5.815 -3.567 3.888
H27 -6.758 -4.716 2.885
H28 -6.789 -0.830 3.756
H29 -7.752 -0.470 2.305
H30 -5.896 -0.057 2.301
H31 -6.125 -2.950 -1.113
H32 -4.040 -2.455 -2.570
H33 -1.982 -1.717 -1.427
C37 -0.135 2.157 3.828
C38 0.461 0.738 3.967
S2 2.315 0.835 4.014
O3 2.693 2.200 4.530
C39 2.593 0.869 2.177
C40 3.970 1.299 1.774
H34 -1.120 2.246 4.268
H35 -0.187 2.427 2.785
H36 0.642 2.839 4.333
H37 0.172 0.002 3.235
H38 0.202 0.352 4.948
H39 1.877 1.621 1.841
H40 2.277 -0.143 1.823
H41 4.174 2.350 2.062
H42 4.045 1.215 0.656
H43 4.799 0.613 2.146

Summary:
Net charge ... -2
HOMO ... -1.82 eV
Energy relative to the best compared isomer or geometry (same formula, charge and spin) ... 9.1 kcal/mol
Strongest force on any atom ... 2.8 eV/Å
LUMO ... 3.70 eV

Atom charges from the Mulliken analysis, given in e for atoms 1 to 6: number 1, Cs, carries 1.28; number 2, N, carries 0.43; number 3, C, carries -1.20; number 4, N, carries -0.13; number 5, C, carries 0.66; number 6, N, carries -0.48